C11H22BClNO5SZn as an isolated structure, computed with ωB97M-V/def2-TZVPD.

Last column: Mulliken charge in e.
Positions of all 43 atoms, in Å:
Zn1 -0.21332 2.51982 -3.12088  0.10
Cl1 1.67514 -1.87224 0.44697  -0.12
S1 0.61701 0.51324 -3.14749  -0.12
O1 -2.09445 -3.39119 -1.73180  -0.56
O2 -0.23918 -0.13474 -0.24397  -0.69
O3 -2.14426 -1.61152 2.82343  -0.61
O4 1.84526 0.82173 -0.71375  -0.71
O5 -0.28638 -0.67271 3.71636  -0.43
N1 1.90255 3.93286 -0.54858  -0.48
C1 -0.56175 1.73267 2.38209  -0.83
C2 -0.02788 2.36155 -0.76825  -1.01
C3 -1.66556 0.68928 2.30546  -0.27
C4 0.72536 1.32422 1.66764  -0.59
C5 -1.40069 -0.64113 2.95468  0.50
C6 0.57657 -1.08634 -0.77159  0.52
C7 1.14115 3.15576 -1.40864  -1.25
C8 -0.50191 -4.24251 -0.10169  -1.30
C9 -0.17364 -2.13566 -1.54745  -1.36
C10 1.59214 -0.18694 -1.56323  -0.06
C11 -1.11756 -3.02423 -0.75140  0.43
B1 0.56903 1.09251 0.08145  0.71
H1 2.48220 -0.66475 -1.96125  0.72
H2 0.91817 -0.34720 -4.12240  0.39
H3 -0.09926 -3.99502 0.87171  0.31
H4 1.12984 0.43489 2.13103  0.43
H5 -2.58179 -4.14178 -1.39826  0.39
H6 0.53716 -2.72587 -2.12378  0.46
H7 1.78540 2.54990 -2.02416  0.74
H8 0.30301 -4.64775 -0.70334  0.30
H9 -0.65673 1.81679 -1.51231  0.42
H10 1.46274 2.11456 1.83523  0.27
H11 -2.57590 1.04805 2.77939  0.59
H12 -1.93401 0.45951 1.28044  -0.05
H13 -0.70431 3.07398 -0.30483  0.84
H14 -0.94226 2.69278 2.03986  0.36
H15 2.88458 3.72340 -0.55308  0.30
H16 -0.80451 -1.61307 -2.26072  0.47
H17 -1.25990 -4.99886 0.06975  0.45
H18 0.62949 3.93128 -2.19436  0.62
H19 1.53984 4.01957 0.38687  0.27
H20 -0.40055 -1.35823 4.38212  0.37
H21 -0.31731 1.88669 3.42899  0.48
H22 -1.61354 -2.40327 -0.00628  0.00

Summary:
LUMO: -6.84 eV
HOMO-LUMO gap: 5.46 eV
net charge: +1
E_HOMO: -12.30 eV
2S+1: 1

A 5-piece molecular cluster, C6H20O4 overall, computed with ωB97M-V/def2-TZVPD.

Last column: Mulliken charge in e.
Positions of all 30 atoms, in Å:
O1 -1.68947 2.55662 0.12518  -0.78
O2 -0.49508 2.71607 -2.38254  -0.71
O3 1.00038 -3.22481 1.64952  -0.64
O4 1.06904 3.11483 -0.09825  -0.69
C1 -0.25188 -0.75250 -0.08683  1.61
C2 0.81712 -0.48406 -1.12664  -0.20
C3 -1.32371 -1.72482 -0.47454  -1.86
C4 2.22296 -0.85454 -0.66812  -1.38
C5 -0.22610 -0.15562 1.10525  -0.81
C6 -1.22946 -0.36784 2.20358  -1.32
H1 -0.78050 2.01391 -2.99265  0.29
H2 -2.25765 -0.47684 1.85059  0.39
H3 -0.98679 -2.44891 -1.21723  0.51
H4 -1.22348 0.45076 2.91958  0.38
H5 -0.77573 2.84709 0.37121  0.41
H6 -1.72075 -2.28590 0.37407  0.41
H7 0.79574 0.57800 -1.38796  -0.06
H8 2.52353 -0.29285 0.22031  0.28
H9 0.55907 0.54246 1.38065  0.24
H10 0.57816 -1.01438 -2.04927  0.42
H11 -1.77204 1.65070 0.44982  0.34
H12 2.97872 -0.64950 -1.42718  0.42
H13 -0.99393 -1.28885 2.75103  0.33
H14 0.99746 -2.27828 1.73753  0.33
H15 0.48493 -3.41878 0.85399  0.32
H16 2.30874 -1.91052 -0.40755  0.36
H17 0.81806 3.10693 -1.04988  0.35
H18 1.88321 2.60353 -0.07299  0.29
H19 -1.14050 2.64317 -1.62346  0.42
H20 -2.17006 -1.19507 -0.92723  0.35

Summary:
energy above the lowest of the compared OMol25 structures with the same formula, charge and spin: 0.0 kcal/mol
SMILES: C/C=C(\C)CC.O.O.O.O
LUMO: 0.48 eV
HOMO-LUMO gap: 9.89 eV
E_HOMO: -9.41 eV
2S+1: 1

C21H18Cl2F5MnNOSeSi as an isolated structure, computed with ωB97M-V/def2-TZVPD.

Last column: Mulliken charge in e.
Positions of all 51 atoms, in Å:
Se1 -0.77443 0.61585 1.22392  -0.12
Mn1 -0.57313 0.56595 -0.85668  -1.11
Cl1 -0.39733 5.27505 -1.46948  -0.17
Cl2 4.88507 4.39805 -2.06958  -0.23
Si1 -0.89173 0.39535 3.76002  0.46
F1 -3.40933 -1.42045 -1.97058  -0.21
F2 -2.32853 0.82175 -2.93538  -0.30
F3 -2.93723 1.91325 -1.14588  -0.26
F4 -3.36243 -0.69135 0.06092  -0.19
F5 -4.74653 0.14805 -1.37058  -0.26
O1 -0.46533 2.23855 -1.32368  -0.47
N1 1.44627 0.62115 -1.39218  -0.37
C1 -1.06743 -3.21785 -2.45198  -0.32
C2 0.67697 2.80535 -1.50548  -0.31
C3 -2.42513 0.72565 -1.58208  0.95
C4 0.63557 -0.66775 4.21002  -1.03
C5 1.78697 1.92215 -1.55378  1.00
C6 -0.67233 -1.10155 -1.19988  0.17
C7 -2.60273 -0.39115 4.01722  -1.03
C8 -0.95123 -4.59145 -2.46598  -0.73
C9 4.10827 1.37885 -1.76788  -0.56
C10 -3.51613 -0.31595 -1.23678  0.61
C11 -0.02543 -4.56155 -0.24068  -0.69
C12 3.74317 0.05415 -1.65658  -0.94
C13 -0.63883 2.26545 4.07492  -1.02
C14 2.23127 4.63995 -1.75088  -0.61
C15 -0.16053 -3.19405 -0.19508  -0.24
C16 2.40667 -0.28755 -1.44778  0.12
C17 3.11827 2.37125 -1.72018  -0.13
C18 3.30227 3.77655 -1.82098  0.67
C19 -0.65813 -2.48905 -1.31808  1.25
C20 -0.41143 -5.26675 -1.37728  -0.33
C21 0.91617 4.17895 -1.59668  0.16
H1 1.53177 -0.29125 3.72182  0.33
H2 0.81697 -0.65335 5.28132  0.39
H3 2.39737 5.70515 -1.82108  0.47
H4 -0.65893 2.54005 5.12472  0.40
H5 -1.28343 -5.14265 -3.33288  0.43
H6 2.10947 -1.31545 -1.29418  0.42
H7 0.09837 -2.61955 0.68532  0.51
H8 0.37507 -5.08355 0.61512  0.43
H9 -2.87833 -0.41515 5.06622  0.38
H10 0.32277 2.58055 3.66992  0.32
H11 4.48517 -0.72695 -1.70128  0.43
H12 -1.49903 -2.69075 -3.28678  0.53
H13 0.50167 -1.70665 3.91942  0.32
H14 -2.61953 -1.41295 3.64532  0.33
H15 -1.41133 2.83955 3.56662  0.35
H16 -3.36953 0.16285 3.48182  0.34
H17 5.14607 1.65715 -1.86828  0.46
H18 -0.30633 -6.34215 -1.39788  0.43

Summary:
LUMO (alpha / beta): -4.74 / -4.72 eV
HOMO-LUMO gap (alpha / beta): 5.90 / 5.91 eV
net charge: +1
E_HOMO (alpha / beta): -10.65 / -10.63 eV
2S+1: 1

| no. | largest force on an atom (eV Å⁻¹) |
| --- | --- |
| 1 | 2.86 |
| 2 | 1.07 |
| 3 | 5.01 |